Formula: C29H29F3N3
Source: the OMol25 dataset
Level of theory: ωB97M-V/def2-TZVPD

The geometry in XYZ format:
```
64
Properties=species:S:1:pos:R:3:forces:R:3:nbo_charge:R:1
C -5.661 1.066 -0.151 0.14 -0.13 0.12 -0.390
N -5.294 0.576 1.176 0.05 0.74 0.08 -0.523
C -5.925 -0.613 1.638 0.08 -0.67 0.55 0.121
C -5.729 -1.852 1.013 -0.07 0.27 0.47 -0.242
C -6.294 -2.998 1.579 -0.09 0.14 0.05 -0.187
C -7.103 -2.909 2.719 0.12 0.31 -0.17 -0.205
C -7.327 -1.658 3.312 0.12 -0.20 0.01 -0.215
C -6.718 -0.517 2.795 0.27 -0.11 -0.46 -0.166
C -4.026 0.948 1.686 -0.02 -0.20 -0.18 0.284
C -3.911 2.150 2.418 -0.14 -0.04 -0.12 -0.182
C -2.699 2.514 2.960 0.46 0.24 -0.09 -0.128
C -1.509 1.791 2.660 -0.30 -0.61 0.12 -0.202
C -0.245 2.287 3.085 0.20 0.05 -0.86 0.119
C 1.015 1.851 2.587 0.03 -0.03 0.17 -0.200
C 2.191 1.913 3.405 0.22 0.27 -0.34 -0.105
C 3.423 1.513 2.914 -0.64 -0.01 0.24 -0.241
C 3.545 1.144 1.548 0.42 -0.44 -0.25 0.280
N 4.763 0.654 1.070 -0.87 0.89 -0.15 -0.460
C 5.133 0.890 -0.323 -0.09 -0.19 -0.08 -0.413
C 5.279 -0.539 1.656 0.41 -0.60 0.89 0.214
C 5.014 -1.793 1.076 0.06 0.59 0.27 -0.264
C 5.579 -2.939 1.631 0.13 0.22 0.19 -0.183
C 6.425 -2.840 2.745 -0.06 0.30 -0.13 -0.206
C 6.657 -1.590 3.336 -0.24 -0.13 0.02 -0.194
C 6.048 -0.442 2.823 0.03 -0.25 -0.49 -0.245
C 2.422 1.247 0.690 -0.23 0.06 -0.04 -0.228
C 1.165 1.463 1.225 0.41 0.10 -0.24 -0.124
C -1.655 0.533 1.992 -0.03 0.18 -0.18 -0.118
C -2.884 0.131 1.500 -0.14 0.04 0.18 -0.244
H -5.354 2.113 -0.252 -0.08 -0.19 -0.07 0.209
H -5.169 0.459 -0.924 -0.13 0.24 -0.15 0.180
H -6.748 0.989 -0.268 0.27 0.07 0.01 0.224
H -5.100 -1.895 0.121 -0.23 -0.15 0.24 0.214
H -6.082 -3.967 1.135 -0.15 0.14 0.04 0.222
H -7.556 -3.811 3.139 0.19 0.38 -0.15 0.228
H -7.955 -1.571 4.199 0.15 -0.09 -0.23 0.225
H -6.830 0.470 3.257 -0.07 -0.44 -0.13 0.215
H -4.804 2.766 2.563 0.34 -0.36 0.05 0.239
H -2.622 3.374 3.627 -0.06 -0.01 -0.35 0.227
H -0.242 3.129 3.780 0.04 -0.38 -0.03 0.249
H 2.085 2.283 4.428 0.07 -0.18 -0.29 0.245
H 4.319 1.528 3.544 -0.56 -0.05 -0.27 0.244
H 6.210 0.711 -0.410 -0.26 0.06 -0.03 0.233
H 4.612 0.214 -1.017 0.12 0.17 -0.02 0.188
H 4.927 1.932 -0.592 0.01 -0.26 0.06 0.217
H 4.351 -1.837 0.208 0.29 -0.13 0.23 0.218
H 5.354 -3.908 1.191 0.12 0.15 0.09 0.225
H 6.908 -3.737 3.143 -0.21 0.36 -0.10 0.229
H 7.306 -1.497 4.208 -0.20 -0.13 -0.23 0.228
H 6.171 0.547 3.276 0.26 -0.51 -0.18 0.218
H 2.537 1.103 -0.392 -0.07 -0.12 0.62 0.233
H 0.302 1.407 0.559 0.26 0.24 0.26 0.231
H -0.789 -0.123 1.872 -0.26 0.28 0.02 0.235
H -2.992 -0.810 0.943 0.07 0.42 0.43 0.243
F -1.907 2.999 8.997 1.04 -0.35 -1.01 -0.313
C -0.911 2.624 8.142 0.70 -0.22 1.15 0.976
F 0.142 3.485 8.318 -0.99 -0.89 -0.01 -0.324
F -0.482 1.370 8.529 -0.36 1.20 -0.15 -0.337
C -1.355 2.600 6.703 -0.27 0.29 0.25 -0.313
N -0.359 1.992 5.832 0.14 -0.61 0.16 -0.842
H -2.328 2.095 6.692 0.07 0.18 -0.06 0.212
H -1.443 3.655 6.449 -0.46 0.10 -0.14 0.213
H 0.159 1.288 6.357 -0.12 0.03 -0.22 0.388
H -0.834 1.509 5.068 0.13 -0.05 0.64 0.365
```
Forces are in eV/Å.

Output
HOMO energy	-0.40200	Eh
F_max	1.5	eV/Å
relative energy (zero: lowest compared OMol25 entry of this formula, charge and spin)	0.0000	eV
energy	-43159.0137	eV
total charge	+1